(1)
{"formula": "C6H9NO3", "method": "the ωB97M-V functional and the def2-TZVPD basis", "total_charge": 0, "orbital_gap_ev": 10.24, "total_energy_ha": -514.39311, "relative_energy_kcal_mol": 75.15, "largest_force_ha_per_bohr": 0.163, "smiles": "CON1C(=O)CCCC1=O", "homo_ev": -9.540, "species": ["O", "O", "O", "C", "C", "N", "C", "C", "C", "C", "H", "H", "H", "H", "H", "H", "H", "H", "H"], "coordinates": [[1.716, 0.732, 1.568], [-0.575, -1.264, -1.705], [2.080, -0.692, -0.649], [0.707, 0.561, 0.810], [-0.436, -0.728, -0.649], [0.810, -0.234, -0.250], [2.214, -0.560, -2.055], [-0.498, 1.272, 1.345], [-1.726, -0.533, 0.195], [-1.644, 0.269, 1.489], [1.696, -1.465, -2.514], [1.799, 0.373, -2.478], [3.296, -0.735, -2.365], [-0.665, 2.169, 0.807], [-0.168, 1.585, 2.368], [-2.243, 0.085, -0.540], [-2.093, -1.496, 0.515], [-1.761, -0.328, 2.439], [-2.512, 0.991, 1.667]], "atomic_forces_ev_per_a": [[-1.756, -0.501, -2.450], [-0.061, -0.925, -0.922], [-1.125, 0.539, 0.591], [5.607, 2.153, 5.817], [-0.076, -0.752, -0.512], [-1.356, -0.322, -0.604], [0.343, -2.153, -2.178], [0.534, -1.768, 2.018], [0.985, 1.330, 0.768], [-1.748, 2.130, 0.642], [0.364, 1.454, 0.269], [0.317, -0.365, 0.441], [-1.179, 0.730, 0.990], [-0.808, 0.660, -0.916], [-0.168, -0.137, -1.053], [-0.978, -0.765, 0.090], [-0.486, -0.418, -1.150], [1.240, 0.367, -1.048], [0.351, -1.256, -0.793]]}

(2)
{"formula": "C6H9NO3S", "method": "the ωB97M-V functional and the def2-TZVPD basis", "total_charge": 0, "orbital_gap_ev": 9.21, "total_energy_ha": -912.69891, "relative_energy_kcal_mol": 0.00, "largest_force_ha_per_bohr": 0.077, "smiles": "O=c1[nH]ccs1.CCC(=O)O", "homo_ev": -8.473, "species": ["C", "C", "C", "C", "C", "C", "N", "O", "O", "O", "S", "H", "H", "H", "H", "H", "H", "H", "H", "H"], "coordinates": [[0.858, -0.087, -3.188], [0.227, 0.514, -4.169], [-1.185, 0.426, -2.152], [1.330, -0.083, 3.066], [-0.176, -0.409, 2.942], [-0.572, -0.298, 1.497], [0.118, -0.078, -2.029], [-1.763, 0.163, 1.362], [0.169, -0.753, 0.637], [-2.089, 0.521, -1.366], [-1.323, 1.210, -3.775], [1.771, -0.577, -3.227], [0.491, 0.619, -5.179], [1.512, 1.073, 2.855], [1.772, -0.695, 2.344], [1.668, -0.257, 4.056], [-0.219, -1.506, 3.254], [-0.912, 0.246, 3.679], [-2.066, 0.559, 0.516], [0.390, -0.587, -1.124]], "atomic_forces_ev_per_a": [[-1.455, 0.415, 0.581], [-0.787, 1.071, -1.384], [1.443, 0.868, -1.139], [-1.662, 3.614, -0.023], [-0.730, 0.346, 2.636], [1.224, -1.634, 0.404], [-1.210, -0.909, 2.141], [-1.877, 1.557, 0.101], [-0.396, 0.601, -0.072], [-0.345, -0.354, 1.318], [0.654, -1.105, 0.796], [1.458, -0.740, -0.012], [0.806, -0.039, -0.971], [-0.207, -2.448, 0.190], [1.270, -0.632, -0.905], [0.454, -0.356, 0.825], [-0.509, 1.333, -0.460], [1.984, -1.759, -2.024], [0.647, -0.925, -0.589], [-0.763, 1.096, -1.415]]}

(3)
{"formula": "C6H9NS", "method": "the ωB97M-V functional and the def2-TZVPD basis", "total_charge": 0, "orbital_gap_ev": 8.50, "total_energy_ha": -686.81804, "relative_energy_kcal_mol": 90.85, "largest_force_ha_per_bohr": 0.112, "smiles": "C=CN1C[C@@H](C)C1=S", "homo_ev": -8.460, "species": ["C", "C", "C", "C", "C", "C", "H", "H", "H", "H", "H", "H", "H", "H", "H", "N", "S"], "coordinates": [[0.267, -2.276, -0.493], [1.023, -1.035, -0.246], [0.617, -0.088, 0.799], [-0.984, 1.800, -0.001], [-1.127, 2.400, 1.269], [0.282, -0.036, -1.234], [-0.093, -2.225, -1.684], [-0.671, -2.325, 0.116], [0.778, -3.409, -0.168], [2.047, -0.911, -0.494], [-0.013, -0.695, 1.526], [1.580, 0.473, 1.275], [-1.183, 2.259, -1.072], [-1.666, 3.480, 1.279], [-0.600, 1.966, 2.072], [-0.183, 0.658, -0.060], [-0.073, -0.037, -2.883]], "atomic_forces_ev_per_a": [[-0.787, -4.757, -1.170], [-0.219, 1.535, -3.468], [1.241, -0.528, 5.094], [0.786, 2.226, 1.955], [-1.632, 2.039, -5.117], [-1.386, 0.696, 0.693], [1.179, -0.932, 3.255], [0.590, 0.421, -0.533], [-1.050, 3.437, -1.247], [1.195, -0.967, -0.115], [0.923, 1.285, 0.070], [-2.541, -1.060, -0.688], [-0.083, -1.139, 2.603], [1.409, -2.982, 0.393], [0.095, -0.225, 1.068], [-0.244, 0.421, -5.258], [0.525, 0.531, 2.464]]}

(4)
{"formula": "C6H9NS", "method": "the ωB97M-V functional and the def2-TZVPD basis", "total_charge": 0, "orbital_gap_ev": 8.43, "total_energy_ha": -686.84064, "relative_energy_kcal_mol": 76.67, "largest_force_ha_per_bohr": 0.129, "smiles": "C[C@@H]1[C@H]2CC(=S)CN12", "homo_ev": -8.372, "species": ["C", "C", "C", "C", "C", "C", "H", "H", "H", "H", "H", "H", "H", "H", "H", "N", "S"], "coordinates": [[-1.026, 0.559, -2.207], [-0.143, 0.302, -0.919], [-0.504, -0.826, -0.069], [0.585, -1.261, 0.816], [1.152, -0.165, 1.514], [0.139, 0.953, 1.484], [-0.695, -0.152, -3.094], [-1.987, 0.177, -2.152], [-1.013, 1.486, -2.535], [0.869, 0.531, -0.930], [-1.339, -1.623, -0.280], [1.333, -1.596, 0.118], [0.463, -1.958, 1.669], [-0.180, 1.061, 2.462], [0.745, 1.846, 1.282], [-0.770, 0.684, 0.379], [2.373, -0.017, 2.461]], "atomic_forces_ev_per_a": [[3.336, -5.716, 0.405], [-3.086, 0.357, -0.628], [-2.554, 0.131, 1.313], [1.255, -2.650, -0.643], [-1.860, 2.575, 0.604], [2.258, 0.216, -3.424], [0.208, 1.485, 1.652], [-2.137, -0.288, 1.090], [0.095, 4.514, -1.403], [1.956, 0.403, -0.688], [1.368, 2.145, 0.291], [0.771, -1.106, 0.150], [-0.641, -0.420, -1.066], [-1.820, 0.171, 1.656], [-0.378, 0.193, -0.083], [-1.759, -1.687, -0.735], [2.990, -0.324, 1.509]]}

(5)
{"formula": "C6H9O3S", "method": "the ωB97M-V functional and the def2-TZVPD basis", "total_charge": -1, "orbital_gap_ev": 7.79, "total_energy_ha": -857.89379, "relative_energy_kcal_mol": 30.40, "largest_force_ha_per_bohr": 0.081, "homo_ev": -4.065, "species": ["C", "C", "C", "C", "C", "C", "O", "O", "O", "S", "H", "H", "H", "H", "H", "H", "H", "H", "H"], "coordinates": [[-1.480, 1.671, 0.317], [1.761, -0.254, 0.839], [1.899, 1.157, 0.282], [0.600, 0.701, 0.892], [-2.590, -0.935, -0.915], [-0.568, 0.444, -0.027], [-2.370, 1.319, 1.055], [-1.126, 2.677, -0.216], [-0.764, -2.209, 0.537], [-1.612, -0.946, 0.637], [1.786, -1.206, 0.221], [2.410, -0.474, 1.674], [2.543, 1.927, 0.923], [2.066, 1.225, -0.832], [0.449, 1.015, 1.936], [-3.388, -1.547, -0.869], [-2.065, -1.402, -1.638], [-3.007, 0.015, -1.002], [-0.173, 0.133, -0.957]], "atomic_forces_ev_per_a": [[1.509, -2.805, -2.357], [1.310, -1.259, -0.803], [1.771, 0.955, 0.207], [1.083, -1.157, 0.475], [0.549, 1.223, 2.977], [-0.299, -0.381, 3.311], [-2.936, 0.572, 2.210], [0.404, 3.981, -1.079], [-0.431, 0.303, -0.081], [1.179, -1.157, -0.928], [-0.519, 1.677, 0.189], [-0.416, 0.270, 0.684], [-1.425, -1.799, -1.588], [-0.654, 0.276, 1.411], [-0.505, 0.291, -0.786], [-3.027, -2.368, 1.066], [2.501, -0.534, -2.699], [-0.091, 1.808, -0.848], [-0.003, 0.106, -1.361]]}

(6)
{"formula": "C6H9O5P", "method": "the ωB97M-V functional and the def2-TZVPD basis", "total_charge": -2, "orbital_gap_ev": 6.45, "total_energy_ha": -951.53192, "relative_energy_kcal_mol": 54.81, "largest_force_ha_per_bohr": 0.069, "homo_ev": -0.428, "species": ["C", "C", "C", "C", "C", "C", "O", "O", "O", "O", "O", "P", "H", "H", "H", "H", "H", "H", "H", "H", "H"], "coordinates": [[0.933, -1.511, 0.154], [2.678, 0.984, 0.164], [-1.734, 1.271, -0.190], [-1.828, -0.945, 0.962], [-0.939, 0.264, 0.657], [0.434, -0.074, 0.004], [1.531, -1.858, 1.208], [3.247, 1.858, 0.751], [0.715, -2.261, -0.818], [3.119, 0.113, -0.580], [1.260, 0.983, 0.400], [0.509, -0.430, -2.162], [-1.301, 2.267, -0.267], [-2.636, 1.512, 0.453], [-2.262, 0.651, -1.047], [-1.175, -1.611, 1.491], [-2.131, -1.317, -0.027], [-2.504, -0.721, 1.797], [-0.772, 0.707, 1.709], [0.963, 0.827, -2.515], [1.895, -0.710, -2.144]], "atomic_forces_ev_per_a": [[1.616, -0.892, 2.554], [-0.816, -2.187, -1.179], [-2.755, -1.324, 1.103], [1.297, 0.497, -0.047], [0.147, 0.654, 0.804], [0.483, 0.539, -2.268], [-0.822, 0.551, -0.246], [1.212, 2.850, 1.778], [-0.818, -0.727, -0.476], [0.143, -0.605, -0.554], [-0.644, -0.280, 0.296], [-0.346, -0.116, 1.489], [0.483, -0.401, -1.144], [0.459, -0.205, -0.395], [1.647, 1.884, 0.877], [0.513, -1.099, -0.297], [-0.709, -0.480, 0.768], [-0.911, 0.255, -0.985], [0.437, -0.261, -1.669], [-0.220, 1.722, -0.289], [-0.394, -0.375, -0.119]]}

(7)
{"formula": "C6H9O6Tl", "method": "the ωB97M-V functional and the def2-TZVPD basis", "total_charge": 0, "orbital_gap_ev": 6.45, "total_energy_ha": -857.87188, "relative_energy_kcal_mol": 30.19, "largest_force_ha_per_bohr": 0.126, "homo_ev": -6.925, "species": ["O", "C", "C", "O", "O", "C", "H", "H", "H", "H", "Tl", "C", "C", "O", "C", "O", "O", "H", "H", "H", "H", "H"], "coordinates": [[2.312, 0.998, -1.311], [2.313, 1.177, 0.004], [1.604, 2.071, -1.954], [1.861, 0.287, 0.765], [2.013, 2.448, 0.303], [1.421, 3.101, -0.833], [0.648, 1.674, -2.313], [2.208, 2.434, -2.790], [0.367, 3.301, -0.599], [1.972, 4.031, -1.011], [1.086, 0.959, 2.940], [-1.106, -0.139, 1.623], [-0.886, -1.438, 0.968], [-2.166, -2.217, 0.688], [-2.047, -3.331, 0.022], [-1.037, -3.763, -0.499], [-3.254, -3.876, -0.168], [-1.613, 0.575, 0.952], [-1.814, -0.225, 2.466], [-0.276, -2.141, 1.554], [-0.436, -1.311, -0.024], [-3.168, -4.615, -0.784]], "atomic_forces_ev_per_a": [[1.208, -0.484, -0.582], [-6.196, -1.690, 0.656], [0.140, 0.116, -0.157], [3.759, 1.020, -1.495], [0.890, 0.861, 0.645], [0.430, 0.243, -0.054], [0.288, 0.021, 0.057], [-0.167, -0.088, 0.180], [0.341, -0.034, -0.038], [-0.264, -0.180, 0.034], [-1.304, -0.424, 0.038], [-0.451, 0.850, 0.874], [0.456, -0.664, -0.551], [-0.040, 0.613, 0.841], [0.884, 0.473, -1.336], [-0.160, -0.202, 0.440], [-0.752, -0.239, 0.251], [0.371, -0.083, -0.043], [0.354, -0.159, 0.024], [-0.151, 0.188, -0.202], [0.075, -0.182, 0.295], [0.291, 0.045, 0.126]]}

(8)
{"formula": "C6H9P", "method": "the ωB97M-V functional and the def2-TZVPD basis", "total_charge": 0, "orbital_gap_ev": 8.31, "total_energy_ha": -575.26927, "relative_energy_kcal_mol": 43.18, "largest_force_ha_per_bohr": 0.088, "homo_ev": -8.097, "species": ["C", "C", "C", "C", "C", "C", "P", "H", "H", "H", "H", "H", "H", "H", "H", "H"], "coordinates": [[-0.570, -1.673, -0.184], [-1.938, -1.244, -0.221], [0.379, -0.807, 0.125], [-0.658, 0.958, 0.481], [1.833, -0.770, 0.260], [-0.057, 2.040, -0.369], [-2.346, 0.362, 0.110], [-0.353, -2.707, -0.425], [-2.711, -1.957, -0.469], [-0.511, 1.110, 1.548], [2.275, -1.699, -0.104], [2.119, -0.634, 1.305], [2.249, 0.062, -0.311], [-0.018, 1.739, -1.416], [0.955, 2.266, -0.031], [-0.648, 2.954, -0.299]], "atomic_forces_ev_per_a": [[0.658, -0.417, -0.032], [-0.713, 0.978, 0.166], [-2.317, 3.789, 0.826], [1.882, -3.696, -0.695], [0.188, -0.289, -0.014], [-0.012, 0.017, -0.072], [0.000, -0.453, -0.095], [0.156, -0.124, -0.044], [-0.118, -0.080, -0.044], [-0.016, 0.008, 0.088], [0.122, -0.015, 0.013], [0.050, 0.015, -0.007], [0.052, 0.016, -0.009], [-0.015, 0.057, -0.001], [0.062, 0.068, -0.053], [0.021, 0.125, -0.028]]}